Computed, not measured: a structure of composition C38H107CsN7O21S2 in a non-equilibrium geometry, with ωB97M-V with the def2-TZVPD basis set.

```
176
Properties=species:S:1:pos:R:3:forces:R:3
O -3.6628 -3.0298 -2.7924 -1.68 -2.18 -1.49
H -3.8053 -2.1656 -3.1854 -0.44 2.34 -0.44
H -2.7217 -3.2142 -2.7487 2.67 -0.39 0.22
H -4.0353 -3.1015 -1.9105 -1.24 -0.03 2.42
O -2.1818 -3.1122 0.7899 -0.09 -1.49 2.57
H -2.1352 -2.2142 1.1262 0.29 2.44 0.40
H -3.0147 -3.2178 0.3243 -2.95 -0.11 -1.06
H -1.4751 -3.3809 0.1982 2.50 -0.61 -1.73
O -4.7259 -0.5556 0.1641 -2.17 0.53 2.20
H -4.9754 -1.4112 -0.1924 0.08 -1.87 -0.95
H -3.9172 -0.7513 0.6430 2.20 -0.16 1.67
H -4.3448 -0.0003 -0.5201 0.48 1.75 -2.92
O -0.4333 0.1321 -0.7704 1.39 2.30 0.35
H 0.2754 -0.5118 -0.8392 0.32 -1.65 0.38
H -1.1349 0.0273 -0.1236 -1.21 -1.36 1.89
H -0.8797 0.2438 -1.6129 -1.30 0.06 -1.89
Cs -0.2391 -1.3572 -4.6419 0.11 0.30 -0.43
O -2.2972 -0.6060 1.0929 0.15 0.80 0.33
H -1.9810 0.0871 1.7046 -0.25 -0.64 -0.31
O -4.4032 -3.0577 -0.3289 -0.96 0.22 0.06
H -5.2182 -3.2435 0.1769 0.75 -0.42 -0.56
S -3.3507 0.4573 -3.0195 -0.94 3.66 -0.37
O -1.9300 0.1669 -2.7437 1.15 -0.52 -1.02
O -3.9618 0.7442 -1.7416 -0.68 1.20 2.05
O -3.5180 1.6317 -3.9407 0.44 -2.31 0.85
O -4.0533 -0.7076 -3.5232 -0.56 -1.89 -1.05
S -0.0278 -3.3115 -1.9750 -1.04 -2.69 0.32
O -1.2782 -3.1266 -2.7089 -1.31 -0.21 -1.77
O 0.5190 -2.0265 -1.7922 2.72 4.72 0.24
O -0.3918 -3.8460 -0.6791 -0.13 -1.37 2.41
O 0.8764 -4.1937 -2.6522 0.55 -0.70 -0.91
C -2.3593 2.7198 3.2991 1.17 -0.05 1.35
C -1.8008 3.3833 2.0490 -1.73 0.30 0.94
C -0.5242 2.7970 1.5726 -0.03 -0.85 1.86
O 0.0277 3.3155 0.4516 0.88 -2.01 -1.79
C -0.2066 4.5275 -0.0996 0.73 2.24 -0.39
N -2.9256 3.2520 1.1557 0.03 0.26 -1.03
H -3.3910 2.9996 3.5120 0.25 0.37 -0.19
H -1.7150 2.9899 4.1358 -0.11 -0.07 0.47
H -2.3731 1.6299 3.3019 0.19 -0.12 -0.44
H -1.5978 4.4296 2.2773 -0.25 0.26 0.00
H -0.6058 1.7231 1.4046 -0.23 -0.25 0.00
H 0.1831 2.9000 2.3955 0.27 -0.01 0.38
H 0.2758 5.2536 0.5547 -0.13 0.82 -0.01
H -1.2128 4.8725 -0.3377 -0.30 -0.54 0.21
H 0.3564 4.5212 -1.0329 -0.17 0.20 -0.08
H -2.7421 2.3528 0.7340 -0.74 -0.19 -0.83
H -2.9343 3.9681 0.4436 0.04 -0.27 -0.40
C 0.2874 4.3106 -4.3749 1.33 0.57 -2.21
C -0.0069 2.9001 -3.9641 0.31 1.84 0.70
C 1.0138 2.3100 -3.0174 0.21 -2.16 0.43
O 2.2062 1.8923 -3.6630 0.62 1.48 -1.26
C 3.3468 1.7599 -2.8628 0.06 -0.32 0.18
N -1.2498 3.0236 -3.2368 0.03 -1.45 0.54
H -0.0687 4.4096 -5.4003 -0.96 0.40 0.01
H 1.3285 4.4620 -4.6603 0.57 0.12 0.84
H -0.1078 5.1146 -3.7541 0.12 -0.32 0.15
H -0.0043 2.3115 -4.8815 -0.22 -0.52 -0.08
H 0.6663 1.3206 -2.7200 -1.02 0.02 0.59
H 1.1929 2.8339 -2.0785 0.06 0.57 -0.21
H 3.2789 0.8241 -2.3081 0.18 -0.22 0.29
H 3.5107 2.5637 -2.1451 -0.33 0.27 0.08
H 4.2289 1.7249 -3.5022 -0.11 -0.11 -0.17
H -2.0415 3.3129 -3.7931 0.17 0.29 -0.41
H -1.4964 2.0585 -3.0700 -0.41 0.04 0.59
C -3.7132 -0.7188 -8.3713 0.03 -0.90 -2.83
C -3.9038 -1.3785 -7.0843 -1.25 0.59 0.61
C -3.4374 -2.8170 -7.0311 0.20 -0.91 -0.76
O -4.1192 -3.6716 -8.0708 1.25 0.36 0.84
C -3.3660 -4.8200 -8.5597 -0.28 0.85 0.40
N -3.2766 -0.5891 -6.0571 1.52 -0.72 1.15
H -4.1975 -1.3178 -9.1426 -1.07 0.12 0.01
H -2.7378 -0.9174 -8.8156 0.87 1.06 0.66
H -4.1007 0.2987 -8.4219 0.46 -0.02 0.02
H -4.9809 -1.4616 -6.9399 -0.50 0.13 0.20
H -3.6167 -3.1344 -6.0039 -0.41 -0.69 -0.06
H -2.3515 -2.8370 -7.1239 0.24 -0.20 -0.56
H -3.2504 -5.5873 -7.7942 0.26 0.14 0.22
H -2.4138 -4.5324 -9.0055 0.35 0.22 0.47
H -3.8575 -5.3154 -9.3971 -0.77 0.41 0.13
H -3.5740 -0.8061 -5.1165 -0.21 -1.13 -0.04
H -3.4069 0.4006 -5.9033 -0.39 0.60 -1.54
C 2.9678 -2.3676 1.2611 0.08 0.20 -0.02
C 1.9162 -1.7373 2.1431 1.03 0.15 0.24
C 2.3401 -0.4984 2.9437 -0.84 0.26 -0.69
O 3.4096 -0.6916 3.8099 1.77 -0.56 0.93
C 4.7444 -0.4770 3.3475 0.00 -0.20 -0.10
N 0.7361 -1.6188 1.2695 0.34 0.56 1.39
H 2.3497 -3.0807 0.7155 1.12 -0.96 0.01
H 3.8291 -2.7424 1.8140 -0.18 -0.43 -0.16
H 3.3417 -1.7098 0.4765 -0.05 0.43 0.08
H 1.6766 -2.3831 2.9878 0.17 -0.84 -0.11
H 1.5058 -0.3666 3.6326 -0.21 0.78 -0.12
H 2.5281 0.3856 2.3343 -0.28 0.16 -0.30
H 4.7469 -0.1437 2.3097 0.12 0.09 0.03
H 5.4145 -1.3296 3.4576 -0.65 -0.94 -0.44
H 5.3383 0.1856 3.9771 -0.79 0.95 0.14
H 0.8239 -2.4577 0.7139 -0.73 0.01 -0.62
H -0.0075 -1.8377 1.9169 -0.88 0.34 -0.32
C 4.4355 -2.5886 -3.7242 -0.09 -0.05 -0.24
C 4.4257 -4.0682 -3.3580 0.42 -0.91 1.30
C 4.3621 -4.2120 -1.8401 0.45 -0.29 0.18
O 4.4650 -5.5997 -1.5008 1.17 -0.10 1.24
C 4.5287 -5.7667 -0.0432 -1.06 0.04 -1.43
N 3.3415 -4.8607 -3.8655 -1.08 0.25 -1.07
H 4.5700 -2.5092 -4.8030 0.00 0.33 0.03
H 5.1912 -2.0169 -3.1854 0.62 -0.35 -0.20
H 3.5528 -2.0284 -3.4157 -0.61 -0.49 -0.20
H 5.2773 -4.6328 -3.7377 0.78 0.71 0.11
H 3.3975 -3.7900 -1.5578 -0.33 -0.09 0.34
H 5.1289 -3.6681 -1.2885 0.33 0.23 -0.07
H 5.2616 -5.1439 0.4697 -0.21 0.68 -0.28
H 4.8029 -6.7659 0.2952 -0.19 -0.35 -0.82
H 3.4803 -5.5783 0.1884 0.21 0.20 1.16
H 3.5149 -5.8471 -3.7353 0.39 0.01 -0.01
H 2.5352 -4.6831 -3.2838 -0.60 0.15 -0.27
C 3.1337 6.4768 -0.4431 -1.11 -0.67 1.61
C 4.1800 5.7988 0.5557 -0.65 -0.49 -2.06
C 4.7043 6.8039 1.5902 -1.96 0.47 -0.15
C 5.4768 6.1534 2.6760 2.69 0.11 -0.95
C 4.6766 5.1272 3.3359 -2.54 0.16 0.94
C 4.0579 4.0128 2.4189 -0.42 0.37 1.99
N 3.4793 4.6247 1.2102 0.84 1.77 0.78
O 2.8329 3.7028 0.3248 1.30 0.65 0.62
C 5.2335 2.9870 2.2778 -0.75 1.17 -1.16
C 2.8197 3.4624 3.2359 1.53 -0.39 -0.05
C 5.2546 5.3552 -0.4070 0.89 -0.42 0.01
H 3.1634 7.5227 -0.7486 0.90 0.13 0.47
H 2.9528 5.9200 -1.3626 0.28 -0.30 0.21
H 2.2306 6.3728 0.1583 -0.48 0.28 -0.28
H 5.1391 7.7103 1.1688 0.78 -0.55 -0.65
H 3.8385 7.3024 2.0262 -0.59 -0.33 0.41
H 6.3406 5.6721 2.2176 0.52 0.14 -0.11
H 5.8758 6.9085 3.3534 -0.06 -0.09 0.26
H 3.9087 5.7813 3.7492 -1.06 -0.40 0.09
H 5.0543 4.7002 4.2650 0.66 -0.37 -0.38
H 6.0571 3.5916 1.8980 0.07 -0.26 -0.67
H 4.8751 2.2696 1.5396 0.65 -0.47 0.17
H 5.6970 2.6021 3.1862 -0.94 -0.40 0.21
H 2.4034 2.5464 2.8168 -0.14 0.19 -0.25
H 2.0663 4.2333 3.3982 0.02 0.00 -0.33
H 3.1915 3.1679 4.2173 0.01 -0.05 0.19
H 5.7697 6.2792 -0.6698 0.09 -0.17 -0.76
H 6.0131 4.6528 -0.0616 0.01 0.06 0.50
H 4.7614 4.8404 -1.2315 0.29 0.30 -0.27
H 1.9717 3.7129 0.7490 -0.70 -0.50 -0.54
C -5.2919 -2.3705 2.9489 0.86 -0.31 1.39
C -4.6541 -2.3741 4.3784 1.21 -0.88 1.47
C -4.4963 -3.9314 4.7406 -0.39 0.51 0.73
C -3.5942 -4.2983 5.9230 2.16 1.54 -1.14
C -2.1915 -3.6291 5.6588 0.21 0.92 0.42
C -2.2386 -2.0341 5.5109 -1.77 -1.51 1.27
N -3.2503 -1.8031 4.4240 0.40 -2.16 -1.44
O -3.3732 -0.4973 4.0534 0.05 2.36 0.75
C -2.7449 -1.4400 6.9027 0.58 0.99 -0.24
C -0.8404 -1.5156 5.1417 0.66 0.94 -1.56
C -5.5167 -1.5086 5.3505 -1.03 -0.67 -0.14
H -5.5446 -1.3460 2.6758 -0.03 -0.27 -0.42
H -6.1586 -3.0265 3.0306 -0.48 0.44 0.09
H -4.6639 -2.9317 2.2569 0.37 0.64 -0.19
H -5.4333 -4.4393 4.9692 -0.60 0.49 -0.38
H -4.1044 -4.4236 3.8506 0.14 0.09 -0.07
H -3.4301 -5.3729 6.0028 -0.26 -0.05 -0.05
H -3.9163 -3.9173 6.8921 -0.41 -0.11 -0.11
H -1.6053 -3.9767 4.8081 -0.71 -0.35 -0.55
H -1.5091 -3.8905 6.4676 -0.06 0.31 0.50
H -3.1930 -0.4583 6.7492 -0.11 0.05 -0.34
H -3.4638 -1.9824 7.5167 -0.13 -0.52 -0.65
H -1.9620 -1.2030 7.6232 0.62 -0.30 -0.25
H -0.7221 -0.4694 4.8595 -0.85 0.88 1.36
H 0.0398 -1.7670 5.7335 -0.61 -0.20 0.79
H -0.4512 -1.7189 4.1441 -0.69 -1.70 -0.53
H -5.1838 -0.4988 5.5903 0.68 -0.32 -0.26
H -5.7154 -2.0290 6.2874 0.11 -0.07 0.10
H -6.4913 -1.3143 4.9025 -0.26 -0.27 -0.07
H -3.2043 -0.4033 3.1130 0.31 -0.62 -0.53
```
Positions in Å, forces in eV/Å.

Summary:
Net charge: -1
Electronic energy in eV: -116782.0513
F_max in eV/A: 5.45

=====

Computed, not measured: the molecule C2H8NO3P in a non-equilibrium geometry, with ωB97M-V with the def2-TZVPD basis set.

```
15
Properties=species:S:1:pos:R:3:forces:R:3
C 1.7426 -1.2514 -0.1988 0.42 0.28 -0.06
O 0.4446 -1.7346 -0.0368 -3.65 2.57 0.40
P -0.9437 -0.3580 0.2116 2.72 -2.22 -0.18
N -1.2261 0.1924 1.6273 0.14 -0.52 -1.06
O -2.0231 -1.1807 -0.5986 -0.13 0.15 0.37
O -0.4876 0.7919 -0.7712 -0.08 -0.77 0.18
C -0.2084 2.0799 -0.2338 0.18 0.83 0.24
H 2.3485 -2.0943 -0.5421 0.07 0.12 0.06
H 2.1580 -0.8691 0.7396 0.07 -0.01 -0.01
H 1.7909 -0.4589 -0.9541 0.10 -0.02 0.01
H -1.5594 -0.5117 2.2632 -0.11 -0.15 0.38
H -1.6064 -1.8187 -1.1858 0.18 -0.22 -0.12
H -0.8848 2.7959 -0.7031 0.08 -0.08 0.00
H 0.8254 2.3419 -0.4625 -0.08 -0.06 -0.03
H -0.3706 2.0755 0.8450 0.08 0.13 -0.18
```
Positions in Å, forces in eV/Å.

Summary:
Net charge: 0
Electronic energy in eV: -19125.6041
F_max in eV/A: 4.48
Relative energy (zero: lowest compared OMol25 entry of this formula, charge and spin) in kcal/mol: 9.30

=====

Computed, not measured: the molecule C3H5NO in a non-equilibrium geometry, with ωB97M-V with the def2-TZVPD basis set.

```
10
Properties=species:S:1:pos:R:3:forces:R:3
C -1.8041 0.2519 -0.0686 0.42 -0.70 -0.05
C -0.6222 -0.3456 -0.0040 -0.28 -0.72 0.22
C 0.6579 0.4426 -0.0495 -0.34 0.07 0.36
N 1.7804 -0.3703 -0.1540 1.64 0.76 1.28
O 0.6780 1.6664 -0.0119 0.37 -1.24 -0.15
H -2.7577 -0.2694 -0.1151 0.29 0.08 0.23
H -1.7585 1.3063 -0.0867 -0.38 1.15 -0.25
H -0.5690 -1.4319 0.1511 0.15 0.39 -0.38
H 1.7239 -1.3544 0.1552 -0.21 1.07 -0.37
H 2.6714 0.1044 0.1835 -1.67 -0.85 -0.88
```
Positions in Å, forces in eV/Å.

Summary:
Net charge: 0
Electronic energy in eV: -6729.2813
F_max in eV/A: 2.22
Relative energy (zero: lowest compared OMol25 entry of this formula, charge and spin) in kcal/mol: 6.72

=====

Highest occupied orbital energy, record by record: -6.253, -9.773, -10.039 eV